No. 1
{"formula": "C14H29BrF5O6PS2", "method": "ωB97M-V/def2-TZVPD", "total_charge": 0, "e_lumo_ev": -0.304, "multiplicity": 1, "e_above_lowest_kj_mol": 0.00, "species": ["O", "S", "O", "P", "O", "Br", "O", "S", "O", "O", "C", "F", "F", "C", "F", "F", "F", "H", "C", "C", "C", "C", "C", "C", "H", "H", "H", "H", "H", "H", "H", "H", "H", "H", "H", "H", "H", "H", "C", "C", "C", "C", "C", "C", "H", "H", "H", "H", "H", "H", "H", "H", "H", "H", "H", "H", "H", "H"], "coordinates": [[2.3922, -0.2890, -2.1772], [1.9329, 0.9055, -2.7787], [3.2181, 1.4589, -3.6364], [3.6602, 3.0676, -3.2658], [2.2487, 3.8814, -3.0218], [4.3874, 3.8445, -5.2634], [0.7784, 0.4277, -3.9555], [-0.0823, 1.6502, -4.5814], [0.7084, 2.6550, -5.1879], [-0.9364, 1.0827, -5.5464], [-1.2312, 2.3723, -3.3133], [-2.2688, 1.5526, -3.2507], [-0.7004, 2.4586, -2.1004], [-1.7657, 3.7768, -3.7066], [-0.8441, 4.7037, -3.4731], [-2.8007, 4.0786, -2.9532], [-2.1061, 3.8667, -4.9681], [2.1919, 4.6238, -3.6473], [3.4775, -0.7404, 5.1233], [4.1574, -1.2659, 3.8630], [4.0414, -0.3163, 2.6717], [2.6132, -0.0498, 2.1923], [1.8203, -1.2934, 1.7920], [2.4316, -2.0442, 0.6128], [2.4032, -0.6134, 4.9797], [3.6174, -1.4401, 5.9494], [3.9007, 0.2210, 5.4226], [3.7507, -2.2486, 3.6090], [5.2184, -1.4211, 4.0787], [4.6352, -0.7151, 1.8441], [4.5017, 0.6418, 2.9352], [2.6580, 0.6334, 1.3368], [2.0611, 0.4837, 2.9722], [0.8089, -0.9845, 1.5220], [1.7152, -1.9705, 2.6449], [2.5049, -1.3999, -0.2638], [1.8111, -2.9028, 0.3477], [3.4294, -2.4193, 0.8491], [-5.7112, -2.3794, 0.7825], [-4.2541, -2.6129, 1.1687], [-3.5885, -1.3859, 1.7904], [-3.4978, -0.1636, 0.8744], [-2.7608, -0.3957, -0.4438], [-1.2970, -0.7809, -0.2546], [-5.8084, -1.6025, 0.0224], [-6.1462, -3.2935, 0.3744], [-6.3027, -2.0856, 1.6523], [-3.6919, -2.9504, 0.2935], [-4.2126, -3.4317, 1.8924], [-2.5857, -1.6629, 2.1293], [-4.1403, -1.1010, 2.6920], [-2.9998, 0.6428, 1.4230], [-4.5049, 0.2025, 0.6544], [-2.8074, 0.5245, -1.0311], [-3.2683, -1.1618, -1.0363], [-0.7599, -0.0065, 0.2981], [-0.8069, -0.9044, -1.2238], [-1.1954, -1.7229, 0.2863]], "atomic_forces_ev_per_a": [[-0.02, -1.15, -0.28], [0.47, 1.49, 1.06], [-1.34, 0.34, -0.34], [0.65, 0.49, 0.52], [0.91, -0.41, -0.68], [-0.50, -0.29, 0.30], [-0.13, 1.04, -0.05], [-0.15, -0.35, -3.13], [1.58, 1.08, 1.58], [-1.39, -1.53, 0.37], [-0.19, -0.17, 0.36], [-0.42, -0.44, -0.08], [0.52, 0.05, 0.39], [0.68, 0.79, -0.10], [0.71, 0.10, 0.16], [-0.70, -0.31, 0.47], [-0.32, -0.42, -0.74], [-0.38, -0.21, 0.04], [0.01, -0.16, 0.00], [0.04, 0.13, 0.07], [0.04, -0.04, -0.10], [-0.06, 0.02, 0.11], [0.09, 0.01, -0.10], [-0.08, -0.06, 0.10], [0.01, 0.03, 0.01], [-0.03, 0.05, 0.03], [-0.04, 0.01, -0.02], [0.00, 0.02, -0.04], [-0.01, -0.04, -0.03], [-0.02, 0.01, -0.01], [0.01, -0.02, 0.02], [-0.01, -0.02, -0.01], [0.03, 0.01, 0.00], [0.00, -0.02, 0.07], [0.01, 0.05, 0.03], [0.04, -0.10, 0.12], [0.04, 0.00, -0.04], [-0.01, -0.01, -0.02], [0.07, -0.12, -0.09], [-0.10, 0.04, 0.10], [0.11, -0.02, 0.00], [-0.11, 0.00, -0.02], [0.09, 0.08, 0.09], [-0.11, 0.01, -0.20], [-0.02, 0.01, 0.02], [-0.05, 0.04, 0.01], [0.00, 0.04, -0.02], [0.03, 0.02, 0.02], [0.05, 0.00, -0.03], [0.00, 0.02, 0.00], [-0.01, -0.02, -0.01], [0.01, 0.00, -0.02], [0.00, -0.01, 0.02], [-0.06, -0.03, 0.01], [-0.03, 0.01, 0.02], [-0.02, -0.02, 0.03], [0.06, -0.03, 0.04], [0.05, 0.02, 0.01]], "nbo_charge": [-0.8645, 1.7589, -0.9769, 1.3176, -1.0034, -0.2533, -0.8504, 2.2787, -0.8992, -0.8868, 0.3886, -0.2817, -0.2914, 0.9236, -0.3052, -0.2893, -0.2847, 0.5238, -0.6095, -0.3981, -0.3969, -0.3949, -0.4000, -0.6191, 0.2003, 0.2089, 0.2004, 0.1949, 0.2009, 0.2010, 0.1981, 0.1945, 0.1977, 0.2021, 0.1920, 0.2206, 0.2069, 0.1983, -0.6097, -0.3983, -0.3971, -0.3968, -0.4003, -0.6141, 0.2001, 0.2098, 0.2013, 0.1938, 0.2021, 0.1998, 0.2008, 0.1995, 0.2003, 0.1984, 0.1966, 0.1986, 0.2057, 0.2068]}

No. 2
{"formula": "C14H29Cl2FNO4", "method": "ωB97M-V/def2-TZVPD", "total_charge": -1, "e_lumo_ev": 3.082, "multiplicity": 1, "species": ["N", "H", "H", "H", "H", "Cl", "Cl", "F", "C", "C", "C", "C", "C", "C", "H", "H", "H", "H", "H", "C", "O", "C", "C", "O", "C", "H", "H", "H", "H", "H", "H", "H", "H", "H", "H", "C", "O", "C", "C", "O", "C", "H", "H", "H", "H", "H", "H", "H", "H", "H", "H"], "coordinates": [[0.4088, 0.8086, -0.3943], [0.3180, 0.6528, -1.4094], [1.1111, 0.1980, 0.0158], [-0.3958, 0.3427, 0.0532], [0.5483, 1.7781, -0.0809], [-0.8180, 0.0927, -3.2660], [0.8346, 2.9286, 1.5977], [-5.2741, 0.9302, 1.8040], [-4.6581, 0.8977, 0.5494], [-3.4392, 1.4794, 0.4515], [-2.8431, 1.4240, -0.8083], [-3.4608, 0.8708, -1.9226], [-4.7377, 0.2960, -1.7334], [-5.3491, 0.3281, -0.5070], [-3.0302, 1.9737, 1.3038], [-1.8584, 1.8784, -0.9088], [-3.0195, 0.8411, -2.8950], [-5.3049, -0.0649, -2.6073], [-6.4036, 0.0213, -0.3848], [-2.5984, -1.8230, 0.1062], [-1.4303, -1.3489, 0.8099], [-1.4653, -1.5903, 2.1398], [-0.2346, -0.9162, 2.7309], [0.8950, -1.4197, 2.1376], [2.0865, -0.6473, 2.5473], [-2.4149, -1.4861, -0.9283], [-3.4822, -1.4168, 0.5612], [-2.6791, -2.8740, 0.1572], [-1.4869, -2.6602, 2.4230], [-2.3756, -1.1875, 2.5536], [-0.0648, -0.9384, 3.8194], [-0.3289, 0.1855, 2.5081], [2.9100, -0.7701, 1.8910], [2.2876, -0.9770, 3.5772], [1.7463, 0.4043, 2.5866], [4.2314, 1.8808, 0.9891], [3.9040, 0.6940, 0.2196], [4.0504, 0.9493, -1.1772], [3.7472, -0.4370, -1.8908], [2.3682, -0.6189, -2.0749], [2.0144, -1.9052, -2.6436], [3.8929, 1.6469, 2.0197], [3.6361, 2.6740, 0.5936], [5.3613, 1.9760, 0.9296], [5.1060, 1.2343, -1.4428], [3.4729, 1.8287, -1.5077], [4.2392, -1.2435, -1.3357], [4.2517, -0.3024, -2.8637], [0.9345, -1.8465, -2.7742], [2.1808, -2.7107, -1.9710], [2.6161, -2.0315, -3.5483]], "atomic_forces_ev_per_a": [[-0.50, -1.78, 0.27], [-0.02, -0.11, -0.37], [0.91, 0.33, -0.43], [-0.43, 0.73, -0.26], [-0.03, 0.28, 0.57], [0.48, -0.14, -0.05], [0.04, 0.16, 0.11], [0.26, -0.10, -0.98], [-1.51, -0.16, 1.31], [0.06, -0.30, -0.92], [0.80, 0.62, -0.29], [-1.51, -0.48, 1.07], [0.36, 0.60, -1.24], [-1.03, -0.04, 0.64], [0.53, 0.17, 0.32], [-0.28, -0.06, -0.19], [0.41, 0.13, -0.11], [0.42, 0.03, 0.51], [0.81, -0.02, 0.10], [1.57, 1.42, -0.42], [-0.48, -0.24, -2.23], [0.62, -0.61, 2.25], [-0.58, 1.87, 0.42], [2.46, -0.11, -1.13], [-2.83, -0.03, 1.23], [-0.54, -0.21, 0.42], [-0.52, 0.49, 0.00], [0.18, -1.48, 0.02], [0.20, -0.04, -0.44], [-0.49, 0.51, 0.59], [-0.85, -0.40, 0.13], [0.02, -0.64, 0.06], [0.48, -0.40, -0.71], [0.42, 0.15, -0.17], [0.57, -0.17, -0.14], [0.74, -2.24, 0.23], [0.16, 1.01, -0.35], [0.52, -1.70, 0.14], [0.27, 2.33, -0.40], [0.09, -0.79, 0.39], [-0.03, 1.79, 0.01], [0.37, 0.42, -0.58], [-0.02, 0.99, -0.01], [-1.25, 0.50, 0.18], [-0.46, -0.40, 0.43], [-0.45, -0.59, 0.00], [-0.13, 0.07, 0.11], [-0.12, -0.52, -0.11], [0.14, 0.10, -0.66], [0.62, -0.74, 0.89], [-0.43, -0.22, -0.20]], "nbo_charge": [-0.9444, 0.4692, 0.4311, 0.4435, 0.4558, -0.9181, -0.9122, -0.3638, 0.3783, -0.2984, -0.1885, -0.2032, -0.2057, -0.3127, 0.2452, 0.2270, 0.2718, 0.2073, 0.2213, -0.2570, -0.5539, -0.0658, -0.0854, -0.5605, -0.2834, 0.2343, 0.1723, 0.1614, 0.1499, 0.1627, 0.1592, 0.1829, 0.2092, 0.1580, 0.2147, -0.2562, -0.5712, -0.0754, -0.0671, -0.5539, -0.2598, 0.2016, 0.2072, 0.1548, 0.1488, 0.1865, 0.1714, 0.1497, 0.2458, 0.1560, 0.1597]}

No. 3
{"formula": "C14H29LiN2O2", "method": "ωB97M-V/def2-TZVPD", "total_charge": 1, "e_lumo_ev": [-4.556, -4.559], "s2": 0.754, "multiplicity": 2, "species": ["C", "C", "N", "C", "C", "C", "C", "O", "C", "C", "C", "C", "N", "O", "C", "C", "C", "C", "H", "H", "H", "H", "H", "H", "H", "H", "H", "H", "H", "H", "H", "H", "H", "H", "H", "H", "H", "H", "H", "H", "H", "H", "H", "H", "H", "H", "H", "Li"], "coordinates": [[4.2023, 0.1954, -0.0705], [3.0097, 0.2377, -1.0151], [2.1062, -0.9055, -0.8512], [0.7451, -0.6897, -0.3376], [0.1471, -2.1176, -0.1459], [-0.9514, -2.7107, -1.0365], [-2.3380, -2.1198, -0.8538], [-0.5289, -2.6969, -2.3929], [-0.0097, 0.1874, -1.3783], [-0.9158, 1.3146, -0.8653], [-2.1029, 1.5226, -1.7950], [-0.1733, 2.6529, -0.7234], [-1.4525, 0.9167, 0.4797], [-2.5852, 1.3477, 0.8703], [-0.5533, 0.5311, 1.5864], [-0.3427, 1.7698, 2.4834], [-1.3223, -0.5280, 2.4188], [0.7899, 0.0280, 1.0365], [4.8971, -0.6026, -0.3385], [4.7642, 1.1307, -0.1036], [3.8836, 0.0256, 0.9619], [2.4596, 1.1716, -0.8770], [3.3675, 0.2556, -2.0484], [2.5629, -1.6314, -0.3123], [-0.2104, -2.2456, 0.8801], [0.9920, -2.8019, -0.2488], [-1.0046, -3.7616, -0.7216], [-2.6417, -2.1628, 0.1946], [-3.0708, -2.6928, -1.4243], [-2.3978, -1.0738, -1.1617], [-1.2620, -2.4594, -2.9713], [0.7386, 0.6379, -2.0297], [-0.5704, -0.4841, -2.0231], [-1.7584, 1.9815, -2.7210], [-2.5931, 0.5812, -2.0466], [-2.8422, 2.1740, -1.3342], [-0.8219, 3.4028, -0.2666], [0.0943, 3.0121, -1.7188], [0.7501, 2.5710, -0.1523], [-1.3050, 2.1620, 2.8168], [0.2045, 2.5663, 1.9863], [0.2799, 1.5120, 3.3615], [-2.1960, -0.9087, 1.8983], [-1.7638, -0.0626, 3.3193], [-0.7062, -1.4012, 2.6766], [1.2451, -0.6643, 1.7585], [1.4746, 0.8736, 0.9582], [-0.2938, -0.0408, 4.2780]], "atomic_forces_ev_per_a": [[0.10, 0.07, 0.06], [-0.08, -0.07, -0.09], [-0.09, -0.03, 0.16], [-0.05, 0.12, -0.19], [0.08, -0.05, 0.03], [-0.01, -0.06, 0.00], [-0.07, 0.20, 0.08], [0.05, 0.14, -0.09], [0.22, -0.18, -0.09], [-0.09, -0.03, 0.39], [-0.15, 0.00, -0.03], [-0.06, 0.00, -0.14], [0.00, 0.17, 0.09], [0.05, -0.09, -0.10], [-0.06, 0.07, -0.20], [-0.03, -0.20, 0.05], [-0.01, 0.04, 0.14], [0.07, -0.07, -0.07], [-0.08, -0.05, 0.00], [-0.02, -0.03, -0.02], [-0.01, 0.05, -0.01], [0.01, 0.01, 0.04], [0.02, 0.06, 0.03], [0.00, 0.01, -0.08], [0.02, -0.02, -0.06], [-0.03, -0.04, 0.05], [-0.06, 0.03, -0.01], [-0.01, -0.10, -0.05], [0.01, 0.00, -0.02], [0.01, -0.23, 0.06], [0.01, -0.17, 0.10], [-0.03, 0.04, -0.01], [0.05, 0.16, 0.04], [0.05, -0.05, -0.01], [0.01, 0.14, 0.02], [0.04, 0.05, -0.06], [0.01, -0.03, 0.03], [0.03, -0.03, 0.04], [0.02, 0.00, 0.04], [0.02, -0.04, 0.02], [0.04, -0.04, -0.01], [0.16, 0.19, -0.02], [0.06, -0.01, -0.04], [-0.40, -0.08, -0.24], [0.02, 0.08, 0.08], [0.00, 0.05, 0.00], [-0.03, 0.02, 0.00], [0.21, -0.01, 0.10]], "mulliken_spin": [0.0000, 0.0003, 0.0007, -0.0113, 0.0159, -0.0096, 0.0004, 0.0002, 0.0369, -0.0361, 0.0056, 0.0274, 0.3819, 0.5390, -0.0161, 0.0461, 0.0110, 0.0118, 0.0000, 0.0000, 0.0000, -0.0003, -0.0001, 0.0000, -0.0048, -0.0006, 0.0001, -0.0008, 0.0009, 0.0077, 0.0000, -0.0023, -0.0034, -0.0007, 0.0007, 0.0049, -0.0036, 0.0041, -0.0018, -0.0023, -0.0063, 0.0020, 0.0029, -0.0048, 0.0039, 0.0018, -0.0018, 0.0007]}

Total energy
In order: -141862.28987; -52431.75831; -22260.36990
Unit: eV